[1]
{"formula": "C13H56N26O15", "method": "wB97M-V/def2-TZVPD", "species": ["O", "H", "H", "O", "H", "H", "C", "O", "N", "N", "H", "H", "H", "H", "C", "O", "N", "N", "H", "H", "H", "H", "C", "O", "N", "N", "H", "H", "H", "H", "C", "O", "N", "N", "H", "H", "H", "H", "C", "O", "N", "N", "H", "H", "H", "H", "C", "O", "N", "N", "H", "H", "H", "H", "C", "O", "N", "N", "H", "H", "H", "H", "C", "O", "N", "N", "H", "H", "H", "H", "C", "O", "N", "N", "H", "H", "H", "H", "C", "O", "N", "N", "H", "H", "H", "H", "C", "O", "N", "N", "H", "H", "H", "H", "C", "O", "N", "N", "H", "H", "H", "H", "C", "O", "N", "N", "H", "H", "H", "H"], "xyz": [[-1.63209, 2.16830, -0.92588], [-1.44134, 3.10389, -0.85865], [-1.27181, 1.79162, -0.12305], [-0.73262, -3.80749, -0.94247], [-1.29328, -3.12444, -1.31034], [-1.29825, -4.57761, -0.88589], [-2.15082, -3.20504, -4.13574], [-1.70621, -2.53661, -3.20698], [-3.29081, -3.03402, -4.86895], [-1.47404, -4.22461, -4.58564], [-3.34502, -3.77950, -5.54823], [-4.06293, -2.43762, -4.60772], [-1.70727, -4.64132, -5.47561], [-0.71151, -4.55456, -4.01137], [2.67920, -4.10677, -0.68017], [2.38490, -5.11909, -0.12214], [1.94103, -3.40495, -1.47053], [3.91198, -3.60355, -0.63270], [0.93678, -3.47338, -1.38742], [2.37523, -2.74760, -2.10255], [4.63757, -4.21945, -0.29464], [4.12065, -2.78132, -1.18088], [-0.04004, -0.59005, 6.21679], [0.88368, -1.08774, 6.88632], [-0.08984, -0.75991, 4.94479], [-1.09852, -0.00867, 6.69228], [0.57024, -1.33451, 4.44057], [-0.90881, -0.41038, 4.46811], [-1.16348, 0.11027, 7.69314], [-1.79296, 0.49742, 6.16149], [-1.61323, 3.10699, 2.48811], [-1.81264, 2.06019, 1.82118], [-0.94338, 4.09590, 1.93752], [-1.78088, 3.35124, 3.72883], [-0.85634, 4.16038, 0.93335], [-0.42759, 4.64712, 2.60851], [-2.41910, 2.70221, 4.16648], [-1.92088, 4.34332, 3.85638], [2.23559, 3.60506, -1.59011], [2.64888, 2.89717, -2.49577], [1.47929, 3.09379, -0.68208], [2.45958, 4.82565, -1.39935], [1.08923, 3.76010, -0.03093], [1.23404, 2.14957, -0.42056], [2.85440, 5.21817, -2.24205], [2.12763, 5.28261, -0.56203], [-0.45349, -3.65874, 3.22342], [-1.28553, -2.86995, 3.50781], [-0.09226, -4.68630, 3.93137], [0.24885, -3.61402, 2.09296], [-0.81092, -4.77238, 4.63580], [0.78785, -5.18092, 3.96064], [-0.01645, -2.81786, 1.53095], [0.47132, -4.36705, 1.45770], [-4.58347, 0.01392, -0.88876], [-5.61173, -0.65862, -0.83498], [-4.28252, 1.06882, -0.22952], [-3.54212, -0.11161, -1.72244], [-3.35886, 1.47126, -0.30016], [-4.94051, 1.41727, 0.45293], [-3.53763, -0.95271, -2.28157], [-2.85808, 0.62619, -1.63392], [1.49811, -1.11799, -4.31361], [2.17694, -0.81502, -3.34982], [1.50235, -2.28740, -4.86231], [0.62931, -0.41220, -4.92769], [1.51749, -2.17094, -5.86546], [2.21925, -2.82993, -4.40208], [0.42459, 0.49720, -4.53888], [0.02975, -0.83058, -5.62454], [-3.64746, 0.30497, 4.24006], [-3.13239, 1.21212, 4.92972], [-4.51600, -0.58931, 4.65360], [-3.05762, -0.02917, 3.14464], [-4.49429, -0.67102, 5.66006], [-4.28346, -1.51387, 4.32014], [-2.51871, 0.72219, 2.73827], [-3.19953, -0.91771, 2.68587], [2.13393, 3.91809, 3.08800], [1.84203, 4.62172, 2.16557], [2.68386, 2.78964, 3.01347], [1.75077, 4.04835, 4.33918], [2.61677, 2.19210, 2.20197], [2.56226, 2.09008, 3.73175], [1.34022, 4.90937, 4.67112], [1.99771, 3.35380, 5.02963], [-0.25822, 2.81495, -4.81510], [-1.29603, 2.72356, -5.44691], [-0.02967, 2.09786, -3.64893], [0.81935, 3.39495, -5.17148], [0.90661, 2.17468, -3.27800], [-0.80805, 1.78541, -3.08627], [0.67831, 3.82927, -6.07235], [1.74740, 3.36096, -4.77439], [0.20715, -0.27406, -0.01963], [1.11689, 0.22943, 0.54448], [0.19569, -0.52612, -1.32049], [-0.89959, -0.69713, 0.49336], [-0.55233, -1.02810, -1.77720], [1.02344, -0.47271, -1.89676], [-1.55632, -1.24881, -0.03998], [-0.95352, -0.56778, 1.49359], [5.06772, 0.03599, -1.07293], [6.08184, -0.33677, -0.45564], [4.51997, 1.20585, -0.93119], [4.66039, -0.62195, -2.12970], [3.58604, 1.33214, -1.29439], [4.91510, 1.92982, -0.34823], [3.81815, -0.45989, -2.66305], [5.21475, -1.46454, -2.18289]], "spin_multiplicity": 1, "total_energy_ha": -3081.5557, "homo_energy_ev": -8.89}


[2]
{"formula": "C13H64BNO32", "method": "wB97M-V/def2-TZVPD", "species": ["C", "C", "C", "C", "C", "C", "N", "O", "C", "C", "C", "H", "H", "H", "H", "H", "H", "H", "H", "H", "H", "H", "H", "H", "H", "H", "H", "H", "H", "O", "C", "O", "B", "O", "C", "O", "O", "C", "O", "C", "O", "O", "O", "H", "H", "O", "H", "H", "O", "H", "H", "O", "H", "H", "O", "H", "H", "O", "H", "H", "O", "H", "H", "O", "H", "H", "O", "H", "H", "O", "H", "H", "O", "H", "H", "O", "H", "H", "O", "H", "H", "O", "H", "H", "O", "H", "H", "O", "H", "H", "O", "H", "H", "O", "H", "H", "O", "H", "H", "O", "H", "H", "O", "H", "H", "O", "H", "H", "O", "H", "H"], "xyz": [[-1.52368, 0.41636, 0.40481], [-0.01098, 0.52275, 0.26113], [0.57298, 1.22623, 1.50050], [2.07323, 1.25754, 1.55776], [2.65385, -0.17625, 1.27074], [2.08116, -0.87507, 0.00221], [0.61824, -0.77058, 0.01944], [-0.07128, -1.63896, -0.86571], [2.53724, -2.38378, 0.18339], [2.69996, -0.28722, -1.25266], [0.18496, 1.58051, -0.89747], [-2.09919, 0.46396, -0.52157], [-1.95166, 1.22334, 1.00582], [-1.89501, -0.49263, 0.88726], [0.30634, 0.61629, 2.36806], [0.15942, 2.22738, 1.64552], [2.42418, 1.72684, 2.47933], [2.43639, 1.87949, 0.72901], [2.64760, -0.82266, 2.11548], [3.72358, 0.03235, 1.14692], [2.16899, -2.87699, 1.06324], [3.60852, -2.53904, 0.33914], [2.26704, -2.91936, -0.72770], [3.51731, -0.95873, -1.52506], [3.11944, 0.68861, -1.00119], [2.00085, -0.28480, -2.08705], [0.08545, 1.08814, -1.86639], [1.15472, 2.07179, -0.81093], [-0.56828, 2.37359, -0.85481], [-4.73750, 2.46546, 0.11036], [-5.52160, 1.55208, 0.16101], [-6.37652, 1.25604, 1.09385], [-6.73281, -0.18744, 0.99984], [-6.07596, -0.64269, -0.26800], [-5.40627, 0.34217, -0.80588], [-4.75770, 0.34453, -1.81847], [-8.18769, -0.39548, 0.96536], [-8.56524, -1.01384, 2.06112], [-9.68307, -1.26657, 2.41500], [-7.28755, -1.29942, 2.90755], [-6.26120, -0.97113, 2.15621], [-7.26533, -1.76442, 4.01113], [-1.64743, -0.58522, 3.49315], [-1.73642, -0.75288, 4.43712], [-2.11778, 0.25379, 3.33712], [0.41439, -1.80303, 2.27099], [-0.33785, -1.43886, 2.76373], [0.34082, -1.36426, 1.31878], [-3.24738, -2.89185, 2.77617], [-2.85181, -2.04650, 3.01576], [-2.70983, -3.22034, 2.02819], [-3.09404, 2.00604, 3.52078], [-2.94503, 2.55177, 2.72978], [-4.04913, 1.89184, 3.56632], [2.98566, 2.61257, -3.59044], [3.37298, 1.84825, -3.14483], [2.17642, 2.27618, -3.99045], [5.26973, -0.53273, -4.02645], [4.75221, -1.14416, -3.48649], [4.67206, -0.29075, -4.73864], [6.14328, -3.41359, -0.97091], [5.32379, -3.17484, -1.42439], [6.83306, -2.97821, -1.48116], [0.39511, 5.55562, 0.44631], [1.20987, 5.29764, -0.01723], [-0.31162, 5.28118, -0.14189], [-2.70023, 0.74294, -3.61113], [-3.43032, 0.61646, -2.97646], [-2.27288, 1.56641, -3.32951], [2.45827, 4.95448, -1.52457], [3.32229, 4.53569, -1.45861], [2.05823, 4.54983, -2.30249], [-2.02706, 3.39595, -3.13731], [-2.55183, 4.11892, -3.49338], [-1.79519, 3.67356, -2.24532], [-1.60575, -3.59808, 0.46773], [-1.23869, -2.85254, -0.06414], [-2.13694, -4.09791, -0.16038], [2.23492, -1.22431, -4.78554], [2.24804, -0.65981, -5.56214], [1.63567, -0.76680, -4.16414], [0.36437, -4.58585, -1.45100], [1.30057, -4.73498, -1.59614], [0.32243, -3.71590, -1.01532], [3.96534, -2.95469, -2.99914], [3.62620, -3.80554, -2.70421], [3.25379, -2.58447, -3.54306], [4.92462, 3.09849, 1.66379], [5.45341, 2.58595, 2.28213], [4.01529, 2.95837, 1.95023], [-2.72428, -1.83246, -1.86452], [-1.75694, -1.87150, -1.89566], [-2.91501, -0.96281, -1.51570], [-0.22782, -0.72200, -3.68567], [-1.12883, -0.34342, -3.72762], [-0.07351, -0.88651, -2.72944], [3.02698, -2.80884, 2.75740], [2.19536, -2.29451, 2.72496], [3.16030, -2.99811, 3.69266], [0.14207, -4.77999, 2.24306], [-0.34273, -4.38831, 1.49180], [0.58445, -4.03080, 2.65257], [-2.64783, 3.85942, 1.24472], [-2.19181, 4.47781, 0.67050], [-3.33547, 3.46115, 0.68457], [-0.30409, 5.01950, 3.51224], [-0.68933, 4.44575, 4.18170], [-0.64102, 4.67708, 2.67819], [7.04944, -0.97295, 1.25848], [6.67252, -1.53312, 0.56847], [7.81902, -1.45763, 1.56784]], "spin_multiplicity": 1, "total_energy_ha": -3021.3717, "homo_energy_ev": -2.66, "total_charge": -2}


[3]
{"formula": "C13H6Br5NO2OsS3", "method": "wB97M-V/def2-TZVPD", "species": ["Os", "Br", "C", "C", "Br", "C", "Br", "C", "O", "C", "O", "C", "Br", "S", "C", "S", "S", "C", "C", "C", "C", "C", "Br", "N", "C", "H", "H", "H", "H", "H", "H"], "xyz": [[-0.03155, -0.44083, -0.06927], [2.67548, -3.26482, -5.80596], [1.52017, -2.41974, -4.58143], [0.20012, -2.12641, -4.93332], [-0.45936, -2.56296, -6.64415], [-0.64178, -1.50849, -4.00875], [-2.43544, -1.07145, -4.37152], [-0.16183, -1.19313, -2.75166], [-0.91299, -0.60318, -1.79526], [1.15408, -1.46915, -2.39992], [1.52443, -1.07879, -1.17839], [1.99472, -2.08846, -3.31245], [3.75680, -2.44019, -2.74339], [-2.00585, 2.89898, 2.45403], [-1.21738, 1.86200, 1.38169], [-1.88461, 0.29082, 1.12853], [0.12352, 2.33142, 0.51893], [4.64321, 0.55261, 2.62445], [3.43692, -0.34129, 2.53759], [3.31870, -1.52105, 3.25830], [2.20103, -2.32480, 3.11550], [1.21605, -1.91716, 2.24182], [-0.29143, -2.99450, 1.94423], [1.29423, -0.77691, 1.55186], [2.39200, -0.01638, 1.69435], [5.31780, 0.22047, 3.41170], [4.35673, 1.58283, 2.83573], [5.19330, 0.54814, 1.68263], [4.11249, -1.82402, 3.93092], [2.09287, -3.25442, 3.65340], [2.40844, 0.88138, 1.09371]], "spin_multiplicity": 5, "total_energy_ha": -14859.4826, "homo_energy_ev": [-7.69, -7.98], "s2": 6.02}